Record 1
This record from OMol25 describes C14H31N7OPSSn as an isolated structure in a non-equilibrium geometry. The level of theory is ωB97M-V/def2-TZVPD.

Last column: Löwdin charge in e.
CARTESIAN COORDINATES (ANGSTROEM)
Sn  2.52216  0.72152  -0.41468  1.3151
C  0.50484  -1.68277  2.10720  -0.1001
C  1.82997  -1.35182  2.80557  -0.4806
C  1.61006  -1.15438  4.33401  -0.0452
C  2.35399  -0.00171  2.39493  -0.0385
H  0.25651  -2.74821  2.35141  0.0988
H  0.61601  -1.74621  0.98713  0.0639
H  -0.32858  -1.00293  2.37062  0.0909
H  2.51745  -2.15275  2.62058  0.1289
H  1.07903  -0.26512  4.53375  0.0657
H  2.56611  -1.18033  4.84850  0.0900
H  0.99001  -2.03513  4.70718  0.1240
H  3.40623  0.24182  2.58316  0.0755
H  1.61659  0.77114  2.53417  0.0604
N  9.19748  0.26745  -0.48855  0.2319
C  7.95645  0.60988  -0.81070  -0.4059
N  7.70116  0.78650  -2.12967  0.2280
N  7.03152  0.79573  0.13872  0.1688
C  5.78516  0.96917  0.01293  -0.2924
N  4.62693  1.17339  0.01324  -0.0402
H  9.91246  0.17889  -1.20167  0.1461
H  9.49855  0.12708  0.44787  0.1344
H  8.47543  0.75551  -2.73436  0.1164
H  6.87785  1.18217  -2.43414  0.0910
C  1.21580  5.06199  0.86683  -0.2240
S  2.68183  4.19538  0.29486  0.9752
C  3.00639  5.04423  -1.32671  -0.1727
O  2.06342  2.77593  -0.08703  -0.8392
H  0.43816  5.03874  0.06350  0.0925
H  1.53631  6.08440  1.04956  0.0751
H  0.82714  4.70117  1.80358  0.0649
H  2.07368  5.41576  -1.72521  0.0661
H  3.51197  4.33434  -2.00120  0.0722
H  3.74261  5.78935  -1.09805  0.0586
C  -6.48734  -2.13797  0.06903  -0.1035
N  -5.52137  -3.00943  -0.56623  -0.0408
C  -5.90260  -3.31903  -1.94687  -0.1067
N  -5.82379  -2.04083  -2.59536  -0.1341
C  -6.65174  -1.10321  -1.96972  -0.1977
N  -6.38624  -0.84274  -0.58206  -0.1238
C  -5.08840  -0.26756  -0.36760  -0.2705
P  -3.58308  -1.24280  -1.23876  1.0647
C  -4.14398  -2.90960  -0.32347  -0.2256
C  -4.44927  -1.70473  -2.79460  -0.3604
H  -6.21523  -1.92241  1.09281  0.1478
H  -7.49371  -2.51012  -0.18211  0.1612
H  -6.89599  -3.77183  -2.04174  0.1639
H  -5.15482  -3.98895  -2.34499  0.1379
H  -7.72260  -1.35893  -2.13506  0.1709
H  -6.53230  -0.18153  -2.46232  0.1322
H  -4.78569  -0.22370  0.66584  0.0831
H  -5.05132  0.71913  -0.80676  0.0895
H  -3.97292  -2.80769  0.69541  0.0783
H  -3.58893  -3.72162  -0.78562  0.1081
H  -3.90897  -2.53135  -3.34974  0.1245
H  -4.34035  -0.82329  -3.44737  0.1055

The value obtained for the energy relative to the best compared isomer or geometry (same formula, charge and spin) is 0.0 kJ/mol. Its frontier orbital gap (alpha / beta) is 6.30 / 6.51 eV. The total charge is +3.

Record 2
This record from OMol25 describes C42H46GeN4NaO2P as an isolated structure in a non-equilibrium geometry. The level of theory is ωB97M-V/def2-TZVPD.

Last column: Löwdin charge in e.
CARTESIAN COORDINATES (ANGSTROEM)
Na  0.95219  0.95313  1.02498  0.2427
C  0.89646  1.12993  5.56913  -0.0847
C  -0.08164  2.08152  5.82239  -0.0979
C  -0.90871  2.48145  4.79517  -0.0355
C  -0.76544  1.90725  3.52396  -0.2151
N  0.20606  1.01503  3.27663  0.1119
C  1.00667  0.64332  4.27476  -0.1090
C  -1.69787  2.24955  2.43379  -0.2550
C  -2.97933  2.57603  2.73273  -0.0715
C  -3.91405  2.91444  1.69703  -0.1269
C  -3.51975  2.69151  0.41023  -0.0810
C  -2.23405  2.19927  0.09443  -0.2602
N  -1.20544  2.25545  1.11747  -0.1355
C  -1.93515  1.67596  -1.16455  -0.2871
C  -2.95316  1.47861  -2.16913  -0.0645
C  -2.61422  1.13207  -3.44133  -0.1330
C  -1.25929  0.92778  -3.77303  -0.1273
C  -0.35558  1.01717  -2.73240  -0.2188
N  -0.63496  1.34021  -1.47342  0.1043
H  1.57077  0.78495  6.34149  0.0881
H  -0.18203  2.52508  6.80766  0.0921
H  -1.64423  3.25916  4.94581  0.0999
H  1.78034  -0.07031  4.01818  0.0882
H  -3.30893  2.52133  3.76379  0.0885
H  -4.91249  3.26066  1.93146  0.0642
H  -4.21980  2.89138  -0.39497  0.0889
H  -3.99494  1.58506  -1.90029  0.0818
H  -3.38947  0.99039  -4.18880  0.0854
H  -0.93856  0.66732  -4.77305  0.0697
H  0.69124  0.81044  -2.93746  0.0725
C  -4.99678  -1.63709  1.58162  -0.0504
C  -3.87307  -2.62490  1.75867  -0.2378
C  -4.12901  -3.87647  2.31095  -0.0855
C  -3.09269  -4.77956  2.49297  -0.1113
C  -1.80029  -4.43750  2.13948  -0.0462
C  -1.52898  -3.18931  1.57397  -0.1834
N  -0.23063  -2.81199  1.24570  0.1064
C  0.85193  -3.64947  0.99166  -0.2171
C  0.68704  -4.87399  0.34006  -0.0539
C  1.78593  -5.65123  0.01076  -0.1146
C  3.06889  -5.21470  0.31499  -0.1131
C  3.23178  -3.99201  0.95145  -0.0511
C  2.14441  -3.20599  1.29817  -0.0990
C  2.36134  -1.85205  1.95168  -0.6349
O  3.03241  -1.81958  2.98851  0.0064
O  1.86309  -0.88396  1.30644  -0.1305
C  -2.57906  -2.27668  1.36289  -0.1373
C  -2.33311  -0.93355  0.73317  -0.0067
H  -5.92349  -2.03114  2.00099  0.0652
H  -5.16770  -1.40932  0.52714  0.0795
H  -4.76864  -0.68818  2.07141  0.0824
H  -5.14008  -4.13743  2.60251  0.0910
H  -3.28663  -5.74983  2.93552  0.0885
H  -0.98397  -5.12098  2.33281  0.1031
H  0.01647  -1.83834  1.36118  0.1082
H  -0.30815  -5.19725  0.06195  0.1077
H  1.63603  -6.59180  -0.50705  0.0882
H  3.93104  -5.81257  0.04656  0.0848
H  4.22308  -3.63205  1.19750  0.1135
H  -1.38583  -0.88329  0.20071  0.0703
H  -2.32739  -0.13579  1.47971  0.0896
H  -3.11200  -0.68332  0.01213  0.0830
C  2.76355  0.63706  -1.43194  -0.2735
P  2.96913  -1.22675  -1.44416  0.9889
C  1.26989  -1.88271  -1.66976  -0.2681
C  3.60417  -1.38982  -3.17801  -0.3852
C  4.88682  -0.88857  -3.43141  -0.1245
C  5.48514  -1.01752  -4.67288  -0.1117
C  4.81883  -1.67548  -5.70109  -0.1243
C  3.55327  -2.18768  -5.46709  -0.1071
C  2.95352  -2.04498  -4.22031  -0.0951
H  3.54678  1.05461  -0.79989  0.0368
H  1.80270  1.02347  -1.07505  0.0009
H  2.90231  1.00736  -2.44671  0.0331
H  1.32520  -2.96543  -1.79883  0.0418
H  0.74385  -1.43457  -2.51035  0.0260
H  0.70884  -1.68276  -0.76077  0.0124
H  5.41907  -0.38930  -2.62853  0.0977
H  6.47696  -0.61468  -4.84184  0.0909
H  5.28401  -1.78590  -6.67298  0.0866
H  3.02093  -2.69678  -6.26192  0.0921
H  1.96011  -2.44479  -4.06631  0.0870
C  1.71659  3.97775  -1.72604  -0.2387
Ge  0.15113  4.33662  -0.55327  0.7508
C  -1.27831  4.84075  -1.83681  -0.2244
C  0.75500  6.09376  0.19006  -0.2541
C  -0.06149  3.22921  0.99044  -0.2857
H  1.95402  4.88478  -2.29038  0.0000
H  1.54738  3.16890  -2.43670  -0.0161
H  2.57911  3.72183  -1.10660  0.0037
H  -0.96905  5.72978  -2.39400  -0.0024
H  -2.20911  5.05622  -1.30894  0.0051
H  -1.46759  4.02999  -2.54221  -0.0019
H  0.95017  6.80531  -0.61782  -0.0068
H  1.68519  5.94454  0.74417  0.0009
H  0.02344  6.53351  0.87095  -0.0031
H  -0.19212  3.97845  1.78819  -0.0025

The value obtained for the energy relative to the best compared isomer or geometry (same formula, charge and spin) is 0.0 kJ/mol. Its frontier orbital gap is 3.68 eV. The total charge is -2.

Record 3
This record from OMol25 describes a 2-piece molecular cluster, C4H13NO2 overall in a non-equilibrium geometry. The level of theory is ωB97M-V/def2-TZVPD.

Last column: Löwdin charge in e.
CARTESIAN COORDINATES (ANGSTROEM)
C  1.92208  -0.47790  1.74369  -0.1453
N  0.84775  0.28114  1.11752  -0.1198
C  -0.22751  -0.56969  0.61440  -0.2417
C  -1.62069  0.12970  0.49845  -0.1638
C  -1.78600  0.71571  -0.89278  -0.2477
O  -0.60030  1.34941  -1.36926  -0.0693
H  2.68209  0.22593  2.07798  0.0729
H  1.48209  -1.00768  2.58802  0.0742
H  2.46969  -1.20056  1.11966  0.0773
H  1.20438  0.82581  0.34001  0.0865
H  -0.09967  -0.90632  -0.41809  0.0839
H  -0.26746  -1.41927  1.29330  0.1094
H  -2.27457  -0.72104  0.68886  0.1030
H  -1.80038  0.81235  1.33246  0.1087
H  -2.58077  1.45278  -0.98579  0.1153
H  -2.05682  -0.12972  -1.52929  0.1174
H  -0.71250  2.28025  -1.30470  0.0784
H  0.80975  -1.25268  -2.27652  0.0073
H  1.21540  0.18991  -2.04181  0.0038
O  1.39343  -0.57813  -2.59610  -0.0505

The value obtained for the energy relative to the best compared isomer or geometry (same formula, charge and spin) is 110.1 kJ/mol. Its frontier orbital gap is 9.58 eV. As for the structure (SMILES): CNCCCO.O.

Q: What is the formula in the third record?
A: C4H13NO2